1.
Molecular formula: C55H52BeN5OPTe
Method: DFT, the ωB97M-V functional and the def2-TZVPD basis

Cartesian coordinates (Å):
Be1 -0.51 -0.78 0.31
N1 0.00 -0.50 1.99
C1 -0.08 0.78 2.70
C2 -0.22 0.69 4.09
C3 -0.27 1.82 4.88
C4 -0.16 3.07 4.30
C5 -0.02 3.18 2.93
C6 0.01 2.05 2.10
P1 0.16 2.25 0.27
C7 1.40 3.61 0.15
C8 2.70 3.29 -0.22
C9 3.66 4.28 -0.37
C10 3.33 5.61 -0.16
C11 2.02 5.95 0.19
C12 1.07 4.96 0.34
C13 -1.34 3.23 -0.16
C14 -1.38 3.71 -1.47
C15 -2.48 4.42 -1.92
C16 -3.56 4.64 -1.08
C17 -3.52 4.17 0.22
C18 -2.42 3.47 0.69
H1 -0.55 -1.19 2.51
H2 0.96 -0.84 2.04
H3 -0.30 -0.29 4.54
H4 -0.39 1.72 5.95
H5 -0.18 3.96 4.91
H6 0.07 4.16 2.49
H7 2.97 2.26 -0.40
H8 4.67 4.02 -0.65
H9 4.07 6.39 -0.29
H10 1.75 6.98 0.34
H11 0.05 5.24 0.59
H12 -0.54 3.55 -2.13
H13 -2.50 4.81 -2.93
H14 -4.43 5.19 -1.43
H15 -4.36 4.35 0.89
H16 -2.39 3.12 1.71
C19 8.33 -1.86 -4.75
C20 7.06 -1.77 -3.95
C21 5.89 -2.36 -4.40
C22 4.70 -2.25 -3.70
C23 3.45 -2.87 -4.27
C24 4.68 -1.54 -2.50
Te1 2.73 -1.11 -1.50
N2 0.59 -1.44 -0.78
C25 -0.07 -2.56 -0.62
O1 -0.92 -2.53 0.35
C26 0.03 -3.77 -1.47
C27 0.45 -3.68 -2.80
C28 0.53 -4.82 -3.58
C29 0.17 -6.05 -3.05
C30 -0.28 -6.14 -1.74
C31 -0.36 -5.00 -0.95
C32 3.34 -1.96 0.36
C33 3.44 -1.18 1.52
C34 3.23 0.32 1.53
C35 3.84 -1.77 2.71
C36 4.18 -3.12 2.79
C37 4.69 -3.74 4.05
C38 4.06 -3.88 1.63
C39 3.63 -3.33 0.43
C40 3.53 -4.23 -0.77
C41 5.84 -0.92 -2.03
C42 5.88 -0.09 -0.77
C43 7.01 -1.05 -2.77
H17 8.25 -2.62 -5.52
H18 9.18 -2.10 -4.10
H19 8.54 -0.91 -5.23
H20 5.90 -2.91 -5.34
H21 3.68 -3.48 -5.14
H22 2.75 -2.08 -4.58
H23 2.94 -3.50 -3.53
H24 0.70 -2.71 -3.21
H25 0.86 -4.75 -4.61
H26 0.23 -6.94 -3.66
H27 -0.58 -7.09 -1.33
H28 -0.72 -5.04 0.06
H29 2.54 0.64 0.75
H30 4.18 0.83 1.36
H31 2.86 0.66 2.50
H32 3.92 -1.15 3.60
H33 4.59 -3.07 4.91
H34 5.75 -3.97 3.94
H35 4.16 -4.67 4.27
H36 4.31 -4.93 1.67
H37 3.59 -5.28 -0.47
H38 4.34 -4.03 -1.47
H39 2.58 -4.08 -1.29
H40 4.88 0.22 -0.48
H41 6.49 0.81 -0.93
H42 6.32 -0.65 0.06
H43 7.91 -0.56 -2.41
N3 -7.10 -0.16 -1.56
C44 -8.43 -0.19 -1.23
C45 -9.59 -0.25 -1.99
C46 -10.78 -0.28 -1.29
C47 -10.82 -0.26 0.12
C48 -9.66 -0.21 0.87
C49 -8.45 -0.16 0.18
N4 -7.16 -0.12 0.66
C50 -6.38 -0.13 -0.39
C51 -4.94 -0.14 -0.29
C52 -4.07 -0.22 -1.38
C53 -2.71 -0.30 -1.16
N5 -2.17 -0.27 0.05
C54 -2.99 -0.17 1.11
C55 -4.36 -0.11 0.98
H44 -6.72 -0.18 -2.50
H45 -9.57 -0.29 -3.07
H46 -11.71 -0.31 -1.83
H47 -11.77 -0.30 0.62
H48 -9.68 -0.22 1.95
H49 -4.44 -0.24 -2.40
H50 -2.02 -0.38 -1.99
H51 -2.53 -0.12 2.08
H52 -5.00 -0.05 1.85

expectation value of S² = 0.758
E_HOMO (alpha / beta) = -0.364 / -0.382 Ha
orbital gap (alpha / beta) = 7.15 / 6.84 eV
spin multiplicity = 2
DFT total energy = -84359.243 eV
total charge = +1
relative energy (zero: lowest compared OMol25 entry of this formula, charge and spin) = 0.0 kcal per mole
LUMO energy (alpha / beta) = -2.75 / -3.56 eV

=====

2.
Molecular formula: C55H53B3N2O35S2
Method: DFT, the ωB97M-V functional and the def2-TZVPD basis

Cartesian coordinates (Å):
C1 5.05 -2.69 -2.20
C2 3.57 -2.45 -2.04
O1 2.98 -1.58 -2.98
C3 3.37 -1.76 -4.31
C4 2.35 -1.17 -5.24
O2 2.11 0.20 -4.98
C5 1.06 0.43 -4.07
C6 -0.28 0.48 -4.78
O3 -1.23 1.26 -4.09
C7 -1.64 0.64 -2.88
B1 -2.98 -0.15 -2.97
O4 -3.78 -0.23 -4.10
B2 -4.74 -1.20 -4.00
S1 -6.40 -0.90 -4.73
O5 -4.44 -2.39 -3.38
B3 -3.55 -2.23 -2.34
C8 -2.65 -3.36 -1.76
C9 -2.94 -4.79 -2.24
C10 -2.48 -5.84 -1.22
C11 -1.86 -7.06 -1.86
S2 -0.22 -6.63 -2.52
C12 -0.28 -7.49 -4.01
N1 -1.31 -7.91 -4.69
N2 -0.78 -8.53 -5.83
C13 0.51 -8.41 -5.73
O6 0.91 -7.78 -4.60
O7 -3.40 -0.92 -1.89
H1 5.42 -3.10 -1.27
H2 5.60 -1.78 -2.39
H3 5.26 -3.43 -2.95
H4 3.05 -3.41 -2.03
H5 3.42 -1.98 -1.07
H6 3.47 -2.81 -4.58
H7 4.32 -1.26 -4.50
H8 1.42 -1.73 -5.21
H9 2.74 -1.24 -6.24
H10 1.07 -0.36 -3.33
H11 1.23 1.36 -3.54
H12 -0.14 0.93 -5.75
H13 -0.69 -0.53 -4.93
H14 -1.72 1.39 -2.10
H15 -0.89 -0.06 -2.51
H16 -7.20 -1.15 -3.70
H17 -1.64 -3.10 -2.07
H18 -2.63 -3.28 -0.68
H19 -2.35 -4.95 -3.13
H20 -3.99 -4.90 -2.47
H21 -3.32 -6.18 -0.63
H22 -1.78 -5.39 -0.53
H23 -1.71 -7.83 -1.12
H24 -2.46 -7.42 -2.67
H25 1.21 -8.77 -6.45
C14 4.64 -0.64 4.33
C15 5.20 -1.09 3.20
C16 4.37 -1.52 2.01
O8 4.98 -1.90 1.03
C17 2.93 -1.45 2.11
C18 2.37 -1.00 3.25
C19 3.20 -0.55 4.43
O9 2.60 -0.15 5.41
O10 1.06 -0.90 3.44
O11 6.51 -1.21 3.02
H26 5.23 -0.33 5.19
H27 2.34 -1.77 1.26
H28 0.94 -0.54 4.34
H29 6.63 -1.55 2.12
C20 8.17 -2.26 -4.97
C21 8.96 -1.95 -6.00
C22 10.43 -1.65 -5.82
O12 11.08 -1.40 -6.82
C23 10.98 -1.68 -4.48
C24 10.18 -1.99 -3.45
C25 8.72 -2.31 -3.63
O13 8.08 -2.59 -2.64
O14 10.59 -2.04 -2.19
O15 8.55 -1.88 -7.26
H30 7.11 -2.48 -5.09
H31 12.03 -1.45 -4.35
H32 9.81 -2.29 -1.66
H33 9.33 -1.64 -7.79
C26 0.28 1.57 1.62
C27 0.49 1.98 2.88
C28 -0.56 1.82 3.96
O16 -0.28 2.21 5.07
C29 -1.83 1.23 3.60
C30 -2.04 0.82 2.34
C31 -0.99 0.96 1.27
O17 -1.29 0.53 0.17
O18 -3.17 0.26 1.92
O19 1.62 2.54 3.27
H34 1.02 1.67 0.84
H35 -2.58 1.13 4.38
H36 -3.04 0.07 0.97
H37 1.55 2.77 4.22
C32 -7.40 4.49 -4.57
C33 -7.40 5.46 -3.65
C34 -6.45 5.45 -2.48
O20 -6.52 6.39 -1.70
C35 -5.54 4.33 -2.33
C36 -5.55 3.36 -3.25
C37 -6.47 3.38 -4.44
O21 -6.39 2.45 -5.22
O22 -4.75 2.30 -3.21
O23 -8.21 6.51 -3.69
H38 -8.08 4.49 -5.42
H39 -4.88 4.33 -1.48
H40 -4.95 1.76 -4.00
H41 -7.98 7.05 -2.91
C38 3.41 2.35 7.78
C39 4.08 2.64 8.90
C40 4.61 4.03 9.18
O24 5.19 4.20 10.24
C41 4.39 5.06 8.20
C42 3.72 4.77 7.08
C43 3.18 3.39 6.81
O25 2.57 3.23 5.76
O26 3.47 5.66 6.13
O27 4.34 1.75 9.85
H42 3.03 1.36 7.57
H43 4.78 6.05 8.41
H44 2.97 5.19 5.43
H45 4.84 2.22 10.54
C44 0.85 5.20 12.90
C45 0.57 5.22 14.21
C46 1.63 4.98 15.26
O28 1.28 5.04 16.42
C47 2.98 4.70 14.82
C48 3.26 4.68 13.51
C49 2.20 4.94 12.46
O29 2.54 4.91 11.29
O30 4.48 4.43 13.05
O31 -0.64 5.45 14.70
H46 0.09 5.37 12.15
H47 3.73 4.52 15.58
H48 4.48 4.49 12.08
H49 -0.55 5.41 15.67
C50 -12.30 -0.53 -7.30
C51 -11.63 -0.33 -8.44
C52 -10.12 -0.29 -8.49
O32 -9.61 -0.12 -9.58
C53 -9.38 -0.45 -7.25
C54 -10.05 -0.65 -6.11
C55 -11.56 -0.72 -6.07
O33 -12.07 -0.92 -4.98
O34 -9.47 -0.81 -4.93
O35 -12.22 -0.15 -9.61
H50 -13.38 -0.57 -7.25
H51 -8.30 -0.41 -7.29
H52 -10.19 -0.94 -4.29
H53 -11.50 -0.04 -10.26

E_HOMO = -0.333 Ha
orbital gap = 7.25 eV
DFT total energy = -156239.492 eV
LUMO energy = -1.81 eV

=====

3.
Molecular formula: C55H53CdN3O7Te
Method: DFT, the ωB97M-V functional and the def2-TZVPD basis

Cartesian coordinates (Å):
Cd1 -0.38 0.38 -0.03
C1 1.36 -4.20 -0.43
C2 -0.04 -3.72 -0.03
C3 -0.62 -4.65 1.04
C4 -0.97 -3.61 -1.21
C5 -1.40 -4.62 -1.96
C6 -2.30 -4.11 -3.07
C7 -2.81 -2.76 -2.52
C8 -1.84 -1.71 -2.96
C9 -2.23 -0.22 -3.00
C10 -3.68 0.02 -2.59
C11 -1.97 0.46 -4.34
C12 -1.72 -2.34 -1.56
N1 -1.78 -1.40 -0.48
C13 -2.51 -1.65 0.55
C14 -2.43 -0.90 1.75
C15 -3.29 -0.97 2.85
C16 -2.89 0.06 3.71
C17 -1.80 0.70 3.09
N2 -1.51 0.11 1.92
C18 -1.10 1.95 3.59
C19 -1.08 3.01 2.48
C20 -1.85 2.52 4.80
C21 0.33 1.64 4.01
H1 1.99 -4.30 0.45
H2 1.83 -3.48 -1.10
H3 1.31 -5.17 -0.93
H4 0.07 -2.72 0.40
H5 -0.74 -5.66 0.64
H6 -1.60 -4.30 1.37
H7 0.04 -4.69 1.91
H8 -1.06 -5.65 -1.90
H9 -3.09 -4.80 -3.36
H10 -3.87 -2.58 -2.38
H11 -1.59 0.30 -2.28
H12 -4.36 -0.51 -3.27
H13 -3.91 1.09 -2.65
H14 -3.88 -0.29 -1.57
H15 -2.61 0.04 -5.13
H16 -0.93 0.40 -4.66
H17 -2.21 1.52 -4.25
H18 -3.25 -2.46 0.52
H19 -4.10 -1.66 2.98
H20 -3.34 0.31 4.65
H21 -2.07 3.17 2.06
H22 -0.43 2.70 1.66
H23 -0.70 3.96 2.87
H24 -2.89 2.73 4.55
H25 -1.38 3.45 5.12
H26 -1.83 1.82 5.64
H27 0.91 1.25 3.17
H28 0.35 0.91 4.83
H29 0.82 2.56 4.36
O1 -2.06 5.22 -3.78
C22 -1.72 4.39 -2.96
C23 -0.37 3.71 -2.88
O2 0.60 3.97 -3.58
C24 -0.50 2.70 -1.85
C25 -1.80 2.72 -1.27
O3 -2.17 1.87 -0.41
C26 -2.58 3.82 -1.85
O4 -3.69 4.21 -1.53
O5 0.39 1.85 -1.50
C27 6.23 0.86 -3.19
C28 4.98 0.30 -2.58
C29 4.34 -0.81 -3.09
C30 3.13 -1.31 -2.62
C31 2.76 -2.62 -3.24
O6 3.65 -3.44 -3.47
C32 1.38 -2.94 -3.65
C33 0.45 -1.99 -3.72
C34 -0.97 -2.26 -4.07
C35 -1.37 -3.74 -4.29
C36 -0.19 -4.66 -4.43
C37 1.05 -4.30 -4.10
C38 2.44 -0.64 -1.53
O7 1.27 -0.94 -1.10
C39 3.22 0.39 -0.89
C40 4.40 0.87 -1.45
C41 2.81 0.95 0.42
N3 2.50 0.24 1.44
C42 2.66 -1.20 1.37
C43 2.75 -1.83 2.76
Te1 4.16 -0.88 4.07
C44 5.73 -1.07 2.66
C45 6.22 0.06 2.02
C46 7.19 -0.07 1.04
C47 7.67 -1.32 0.68
C48 7.18 -2.45 1.32
C49 6.22 -2.32 2.32
C50 2.84 2.43 0.61
C51 3.07 2.96 1.88
C52 3.07 4.33 2.08
C53 2.83 5.19 1.02
C54 2.62 4.68 -0.25
C55 2.63 3.31 -0.46
H30 6.51 0.30 -4.08
H31 7.08 0.82 -2.50
H32 6.10 1.91 -3.49
H33 4.81 -1.36 -3.91
H34 0.69 -0.97 -3.46
H35 -1.20 -1.70 -4.98
H36 -1.97 -3.82 -5.20
H37 -0.39 -5.68 -4.76
H38 1.88 -5.00 -4.17
H39 4.90 1.70 -0.95
H40 3.54 -1.47 0.78
H41 1.80 -1.63 0.86
H42 3.05 -2.88 2.66
H43 1.80 -1.79 3.28
H44 5.82 1.04 2.27
H45 7.56 0.82 0.53
H46 8.40 -1.41 -0.11
H47 7.55 -3.43 1.04
H48 5.85 -3.21 2.82
H49 3.26 2.27 2.69
H50 3.24 4.72 3.08
H51 2.80 6.26 1.19
H52 2.41 5.34 -1.08
H53 2.43 2.91 -1.45

E_HOMO = -0.071 Ha
orbital gap = 5.31 eV
DFT total energy = -88557.637 eV
total charge = -2
relative energy (zero: lowest compared OMol25 entry of this formula, charge and spin) = 0.0 kcal per mole
LUMO energy = 3.37 eV

=====

> Among the records above, which one has the highest DFT total energy?

C55H52BeN5OPTe

=====

> Among the records above, which one has the lowest DFT total energy?

C55H53B3N2O35S2

=====

> DFT total energy of number 2 (C55H53B3N2O35S2)?

-156239.492 eV

=====

> DFT total energy of number 2 (C55H53B3N2O35S2)?

-156239.492 eV